1.
15
Properties=species:S:1:pos:R:3 method="wB97M-V/def2-TZVPD" total_charge=+1 orbital_gap_ha="0.317 / 0.317" lumo_energy_ev="-5.38 / -5.38" smiles="NC1=N[NH2+]CC1=S(=O)=O" e_homo_ev="-14.02 / -14.02" relative_energy_kcal_mol=96.5 total_energy_ev=-22596.79703
N 2.1358 0.3535 0.8339
C 0.9812 0.5942 0.2715
N 0.4869 1.6103 -0.2570
N -0.9368 1.5553 -0.5800
C -1.5163 0.2028 -0.0520
C -0.3816 -0.6194 0.2907
S 0.1403 -2.1167 -0.3241
O -0.7729 -3.1148 -0.6781
O 1.4222 -2.3917 0.2606
H 2.1452 -0.5409 1.2952
H 2.9087 0.7872 0.3660
H -1.1917 1.5008 -1.6204
H -1.2782 2.2492 0.0134
H -2.1152 -0.2817 -0.8145
H -2.0278 0.2120 0.9947

2.
15
Properties=species:S:1:pos:R:3 method="wB97M-V/def2-TZVPD" total_charge=-1 orbital_gap_ha="0.182 / 0.221" spin_multiplicity=3 lumo_energy_ev="3.17 / 2.30" e_homo_ev="-1.79 / -3.70" relative_energy_kcal_mol=0.0 total_energy_ev=-40181.45325
C 0.7832 0.1630 -0.3614
C -0.1745 -1.1223 -0.0334
C 0.1454 1.4853 -0.4921
N -0.2208 2.0426 2.0265
N -0.6318 -1.5886 -1.3646
N -0.4755 1.1262 2.6268
S 0.4928 -2.0378 -2.5186
S -0.4091 -0.2451 3.1843
S -1.4779 1.6456 -1.0365
H 1.5643 0.0771 0.3706
H 1.3491 -0.3014 -1.1936
H 0.4733 -1.8199 0.5645
H -1.0969 -0.8764 0.5674
H 0.8422 2.2352 -0.7107
H -1.1638 -0.7836 -1.6292

3.
13
Properties=species:S:1:pos:R:3 method="wB97M-V/def2-TZVPD" total_charge=0 orbital_gap_ha="0.303 / 0.303" lumo_energy_ev="0.41 / 0.41" e_homo_ev="-7.82 / -7.82" relative_energy_kcal_mol=149.0 total_energy_ev=-9162.39314
C 0.0234 1.5878 0.3407
C 1.4598 -0.3851 0.3181
C 1.3112 1.2608 0.5451
N -0.8500 0.6453 -0.1959
N 0.2745 -1.3839 -0.2928
N -0.7536 -0.6194 -0.2403
N -2.0571 -1.1295 -0.5201
H -0.6066 2.4109 0.4447
H 2.3309 -0.6451 -0.4132
H 1.4355 -0.7695 1.2683
H 2.1149 1.7246 0.9002
H -2.5820 -0.5867 -1.2044
H -2.1009 -2.1102 -0.9502

4.
13
Properties=species:S:1:pos:R:3 method="wB97M-V/def2-TZVPD" total_charge=0 orbital_gap_ha=0.354 lumo_energy_ev=0.75 e_homo_ev=-8.87 relative_energy_kcal_mol=51.5 total_energy_ev=-9166.62161
H 0.0982 0.5216 2.7894
N 0.3713 -0.0269 1.9762
C 0.3196 0.6205 0.8736
N 0.1334 1.9879 0.7599
C 0.5736 -0.0744 -0.3882
N 0.9417 -1.7078 -0.1198
C -0.0926 -1.3199 -0.7242
N -0.9934 -1.7189 -1.6417
H 0.1334 2.4287 -0.1474
H 0.1619 2.5286 1.6122
H 1.0448 0.4963 -1.1859
H -1.0658 -2.7135 -1.8043
H -1.6261 -1.0222 -1.9998

5.
14
Properties=species:S:1:pos:R:3 method="wB97M-V/def2-TZVPD" total_charge=0 orbital_gap_ha=0.320 lumo_energy_ev=-0.62 e_homo_ev=-9.32 relative_energy_kcal_mol=150.1 total_energy_ev=-11210.26699
C -0.8862 0.4081 1.3433
C 0.5089 -0.3547 -0.4226
C 1.8631 -0.1342 -1.2784
H -1.1230 2.9219 1.7713
H -2.0396 1.8513 2.6775
H -1.0256 -1.5626 1.6717
H -1.0700 -2.0076 -0.6440
H -0.0784 -1.6050 -2.1421
H 2.8027 0.1468 -0.3727
N -1.5219 1.6599 1.6503
N -1.3679 -0.5273 1.9422
N 0.1663 0.4588 0.4393
N -0.2971 -1.2792 -1.1388
O 1.8454 -0.1806 -2.6333

6.
14
Properties=species:S:1:pos:R:3 method="wB97M-V/def2-TZVPD" total_charge=0 orbital_gap_ha=0.312 lumo_energy_ev=0.60 smiles="OCC1=NN=CNN1" e_homo_ev=-7.88 relative_energy_kcal_mol=80.9 total_energy_ev=-11213.26872
O -1.5507 -1.8587 -0.8378
C -1.3319 -1.4159 0.4872
C -0.3199 -0.3250 0.3535
N -0.4072 0.7770 1.0708
N 0.5726 1.7233 1.0017
C 1.3855 1.6712 0.0123
N 1.2469 0.7388 -1.0218
N 0.6836 -0.5007 -0.5950
H -2.1246 -2.6039 -0.7934
H -0.9374 -2.2479 1.1059
H -2.2354 -0.9890 0.9559
H 2.1708 2.3972 -0.1388
H 2.1782 0.5410 -1.3404
H 0.2810 -0.9784 -1.3952

7.
14
Properties=species:S:1:pos:R:3 method="wB97M-V/def2-TZVPD" total_charge=0 orbital_gap_ha=0.305 lumo_energy_ev=0.64 e_homo_ev=-7.65 relative_energy_kcal_mol=79.6 total_energy_ev=-11213.32450
H 3.0633 0.7444 -0.4134
N 3.0170 -0.3837 -0.0865
C 1.7031 -0.3676 -0.0163
N 0.8647 0.8776 0.1110
C -0.3474 0.4513 0.0170
N -1.2453 1.4707 0.0272
C -0.5347 -0.8593 0.0958
N -1.7188 -1.4049 -0.0541
O 0.8601 -1.4157 0.1485
H 1.1763 1.5858 0.9156
H -0.7780 2.2100 -0.5856
H -2.2231 1.0810 0.0051
H -1.8853 -2.0448 0.6981
H -1.9518 -1.9447 -0.8625

8.
14
Properties=species:S:1:pos:R:3 method="wB97M-V/def2-TZVPD" total_charge=0 orbital_gap_ha=0.350 lumo_energy_ev=0.46 smiles="CN/N=C(/C#N)NO" e_homo_ev=-9.06 relative_energy_kcal_mol=171.0 total_energy_ev=-11209.36332
C -2.6085 0.2189 0.5623
N -2.0364 -0.2053 -0.6231
N -0.9130 -0.9364 -0.2856
C 0.0606 -0.1852 0.0802
C 1.4745 -0.7846 0.3126
N 2.5947 -1.3999 0.0940
N 0.4324 1.1032 -0.1483
O 1.8789 1.4241 0.0788
H -2.1162 0.9406 1.0548
H -3.5601 0.6934 0.5122
H -2.7348 -0.4765 1.3886
H -2.6990 -1.0239 -0.9520
H -0.2217 1.6960 -0.7058
H 2.1984 1.3519 -0.9173

9.
14
Properties=species:S:1:pos:R:3 method="wB97M-V/def2-TZVPD" total_charge=0 orbital_gap_ha=0.296 lumo_energy_ev=0.69 e_homo_ev=-7.35 relative_energy_kcal_mol=48.2 total_energy_ev=-11214.68528
C -0.5000 -0.7667 -0.2678
C 0.1510 0.4674 0.0385
N -1.7303 -1.1179 0.1216
N 0.5945 1.3262 -1.0308
N -0.3501 1.2076 1.1465
N 0.3695 -1.6856 -0.8245
C 1.4216 -1.1814 -0.2394
O 2.5320 -1.3201 0.1368
H -2.2972 -0.4254 0.5851
H -1.9881 -2.0886 0.1836
H 1.5828 1.5434 -0.9570
H 0.4263 0.9209 -1.9429
H 0.0255 0.9167 2.0393
H -0.2377 2.2035 1.0112

10.
14
Properties=species:S:1:pos:R:3 method="wB97M-V/def2-TZVPD" total_charge=0 orbital_gap_ha=0.372 lumo_energy_ev=1.04 e_homo_ev=-9.09 relative_energy_kcal_mol=110.1 total_energy_ev=-11212.00321
H 3.4187 0.4287 -0.5143
N 2.6037 -0.1970 -0.7479
N 1.4986 -0.1265 -0.3810
O 1.0962 0.9047 0.5577
C -0.1779 0.6466 1.0040
C -1.1401 0.7512 -0.3064
N -1.0236 -0.5998 -0.7974
C -0.4917 -1.3701 0.2285
N -0.1454 -0.7769 1.2929
H -0.5003 1.1949 1.8036
H -2.1412 0.9033 -0.0867
H -0.8168 1.6063 -0.8903
H -1.9329 -0.9284 -1.2248
H -0.2471 -2.4369 0.0621

11.
14
Properties=species:S:1:pos:R:3 method="wB97M-V/def2-TZVPD" total_charge=0 orbital_gap_ha=0.288 lumo_energy_ev=-0.29 e_homo_ev=-8.14 relative_energy_kcal_mol=182.0 total_energy_ev=-11208.88468
C 1.1984 -0.1036 -0.1921
C 0.7253 1.0287 -0.2004
C -0.8169 -0.6275 -0.2655
H 2.5074 -1.2554 0.0580
H 2.9823 0.3464 1.0287
H 1.3425 2.0490 -0.4485
H -1.9024 2.7354 -0.2566
H -1.8084 -2.4168 0.1991
H -2.9091 -1.2261 0.3567
N 2.6192 -0.1807 0.1213
N -0.6725 0.7578 -0.6225
N -1.9279 -1.4803 -0.0007
N 0.3629 -1.1262 -0.1594
O -1.7008 1.4993 0.3819

12.
17
Properties=species:S:1:pos:R:3 method="wB97M-V/def2-TZVPD" total_charge=0 orbital_gap_ha="0.270 / 0.229" spin_multiplicity=3 lumo_energy_ev="0.63 / -3.71" e_homo_ev="-6.72 / -9.95" total_energy_ev=-17349.54035
C -0.6752 -0.8898 0.6450
C 0.5295 0.9879 -0.6538
C 1.5614 0.0745 -0.1528
N 0.1875 -0.3787 -0.3405
N 0.0289 -1.6035 1.5102
N -1.9866 -0.6378 0.6306
N -0.6054 -2.2715 2.4947
O -1.8379 -2.1119 2.5693
O 0.0829 -2.8539 3.2917
O 0.3311 1.4788 -1.9479
O 1.9846 0.3105 1.1304
H 0.4302 1.7826 0.1789
H 2.3389 -0.1837 -0.8763
H -2.3947 -0.0022 -0.0808
H -2.4575 -1.2096 1.4089
H 0.2299 0.8465 -2.6299
H 2.4906 -0.4832 1.5479

13.
14
Properties=species:S:1:pos:R:3 method="wB97M-V/def2-TZVPD" total_charge=0 orbital_gap_ha=0.337 lumo_energy_ev=0.71 e_homo_ev=-8.47 relative_energy_kcal_mol=81.7 total_energy_ev=-20000.79264
H 0.4753 2.2654 -0.3242
N -0.4021 1.8519 0.0156
C -0.4250 0.5977 0.0869
C 0.7726 -0.3501 -0.1701
C 2.1870 0.0861 -0.1595
N 0.3207 -1.5696 -0.2389
N -1.0772 -1.5653 -0.0016
N -1.5807 -0.3164 0.3098
S -3.0932 0.0459 -0.3281
H 2.3838 0.6915 -0.9481
H 2.3143 0.8312 0.6330
H 2.8922 -0.7790 -0.2582
H -1.1229 -2.3223 0.6935
H -3.6449 0.5331 0.6898

14.
14
Properties=species:S:1:pos:R:3 method="wB97M-V/def2-TZVPD" total_charge=+1 orbital_gap_ha="0.301 / 0.301" lumo_energy_ev="-5.38 / -5.38" e_homo_ev="-13.57 / -13.57" relative_energy_kcal_mol=58.7 total_energy_ev=-10649.74264
C -0.1700 1.3697 -2.1970
C -0.0828 0.1398 -0.4039
C -0.3248 -0.6822 0.7525
N -0.7599 0.4486 -1.4315
N 1.0121 1.7774 -1.7600
N 1.3674 1.3240 -0.6255
N -1.3193 -1.5716 0.8698
N 0.4434 -0.5802 1.8447
H -0.6305 1.7091 -3.0397
H 2.2970 1.3341 -0.2763
H -2.2135 -1.4828 0.4937
H -1.2780 -2.3224 1.5763
H 1.3557 -0.2287 1.5982
H 0.3033 -1.2348 2.5987

15.
14
Properties=species:S:1:pos:R:3 method="wB97M-V/def2-TZVPD" total_charge=+1 orbital_gap_ha="0.313 / 0.314" lumo_energy_ev="-5.40 / -5.40" smiles="NC(=[NH2+])c1ncn[nH]1" e_homo_ev="-13.93 / -13.94" relative_energy_kcal_mol=40.9 total_energy_ev=-10650.51325
N -1.7193 1.1913 -0.1058
C -1.0810 0.0242 0.0063
N -1.7761 -1.1398 0.0767
C 0.3221 0.0967 -0.1602
N 1.0311 1.1330 -0.0967
C 2.3551 0.7983 0.0677
N 2.5704 -0.4569 0.0009
N 1.5120 -1.1527 -0.0842
H -1.0564 1.9565 -0.0570
H -2.6727 1.2262 0.1683
H -1.2825 -1.8798 0.5662
H -2.7220 -1.2985 -0.1578
H 3.1229 1.5960 0.2164
H 1.3963 -2.0946 -0.4407

16.
11
Properties=species:S:1:pos:R:3 method="wB97M-V/def2-TZVPD" total_charge=+1 orbital_gap_ha=0.423 lumo_energy_ev=-4.56 e_homo_ev=-16.09 relative_energy_kcal_mol=65.3 total_energy_ev=-6735.14543
C 0.6284 1.4024 0.0573
C 1.5102 1.8596 -0.6325
C -1.3944 -0.7849 0.3496
N -0.0317 -1.1529 -0.0554
O -1.8290 -1.1605 1.3845
H -0.1942 1.2812 0.8098
H 2.3868 2.0416 -1.1664
H -1.9558 -0.1152 -0.3271
H 0.3867 -0.1333 0.1084
H 0.0567 -1.3895 -1.0637
H 0.4363 -1.8485 0.5357

17.
12
Properties=species:S:1:pos:R:3 method="wB97M-V/def2-TZVPD" total_charge=-1 orbital_gap_ha=0.254 lumo_energy_ev=4.54 e_homo_ev=-2.38 relative_energy_kcal_mol=140.3 total_energy_ev=-8789.13210
C -0.6727 -0.0201 -0.7285
C -0.0649 1.2250 0.0141
C -0.0842 -1.3099 -0.3735
N -2.3477 0.0188 0.0946
O -2.8806 -1.0524 0.4007
O -3.0552 1.0454 -0.0931
H 0.9945 1.5702 -0.2993
H -0.7403 2.0843 0.0030
H -0.0454 1.0248 1.1044
H 0.8198 -1.4169 -1.0059
H -0.7801 -2.2110 -0.6641
H 0.1860 -1.3827 0.6224

18.
12
Properties=species:S:1:pos:R:3 method="wB97M-V/def2-TZVPD" total_charge=-1 orbital_gap_ha=0.269 lumo_energy_ev=4.39 smiles="CC(=O)NC[O-]" e_homo_ev=-2.93 relative_energy_kcal_mol=30.7 total_energy_ev=-8793.88373
C -0.5933 -0.2567 -1.3397
C 0.6765 -0.7202 -0.6487
O 1.4022 -1.6093 -1.0702
N 0.8973 -0.0199 0.4858
C -0.1632 0.7279 1.3147
O -1.2730 0.0725 1.5325
H -0.4286 0.7011 -1.8413
H -0.8060 -0.9681 -2.1206
H -1.4326 -0.1626 -0.6562
H 1.5750 -0.3887 1.1337
H -0.3024 1.7690 0.9416
H 0.4481 0.8550 2.2684

19.
12
Properties=species:S:1:pos:R:3 method="wB97M-V/def2-TZVPD" total_charge=-1 orbital_gap_ha=0.306 lumo_energy_ev=4.37 smiles="NCCC(=O)[O-]" e_homo_ev=-3.94 relative_energy_kcal_mol=10.8 total_energy_ev=-8794.74875
N 1.5648 -0.6188 -0.9243
C 0.8319 0.4244 -0.2081
C -0.3473 -0.0380 0.6902
C -1.7339 0.3543 0.1253
O -2.5954 0.7026 0.9597
O -1.8385 0.2329 -1.1177
H 0.8519 -1.2346 -1.3181
H 1.8992 -1.2745 -0.2034
H 1.5152 1.0123 0.4138
H 0.4065 1.1502 -0.8946
H -0.2004 0.4127 1.6793
H -0.3540 -1.1235 0.7978